1.
Formula: C43H36Cl2F9N2OPReTe
Source: the Open Molecules 2025 dataset
Level of theory: ωB97M-V/def2-TZVPD

Each line ends with the Mulliken charge.
Atoms and positions in Å:
1 Re -0.1807 0.0442 0.4501  1.19
2 Cl 1.1096 -3.6557 -2.7364  -0.21
3 C -0.3920 -2.9245 -2.2461  0.57
4 C -1.5731 -3.7322 -2.3953  -0.92
5 C -2.6666 -3.7174 -1.6023  0.10
6 Cl -3.9592 -4.8347 -1.9583  -0.25
7 C -2.8205 -2.9273 -0.3930  0.51
8 C -3.4360 -3.4001 0.7768  -0.70
9 C -3.2570 -2.7131 1.9574  -1.12
10 C -2.3995 -1.6176 1.9971  -0.06
11 N -1.8397 -1.1402 0.8889  0.24
12 C -2.1768 -1.7021 -0.2962  -0.61
13 C -0.3526 -1.7079 -1.6359  -0.09
14 O 0.6712 -1.1386 -1.0793  -0.94
15 H -1.5441 -4.4898 -3.1701  0.56
16 H -4.0044 -4.3193 0.7510  0.47
17 H -3.7079 -3.0606 2.8752  0.50
18 H -2.1314 -1.1316 2.9236  0.37
19 C -3.0653 -1.1867 -3.4624  -1.87
20 C -2.3833 -0.2955 -2.4241  1.04
21 C -3.4402 0.5156 -1.6811  -1.43
22 C -1.3968 0.6335 -3.1222  -1.56
23 N -1.5931 -1.0210 -1.3846  1.83
24 H -3.5819 -0.5464 -4.1785  0.57
25 H -3.8047 -1.8452 -3.0095  0.29
26 H -2.3427 -1.7898 -4.0095  0.30
27 H -3.9989 1.1197 -2.3954  0.55
28 H -2.9776 1.1837 -0.9533  0.00
29 H -4.1510 -0.1356 -1.1687  0.31
30 H -1.9224 1.2453 -3.8549  0.53
31 H -0.6228 0.0672 -3.6430  0.40
32 H -0.9216 1.2925 -2.3953  0.13
33 C 4.5534 5.6739 1.2543  -1.76
34 C 3.2409 4.9417 1.2021  0.62
35 C 2.6388 4.6203 -0.0036  -1.18
36 C 1.4210 3.9443 -0.0679  1.64
37 C 0.8487 3.6538 -1.4276  -1.38
38 C 0.7866 3.5639 1.1213  -0.54
39 Te -1.0575 2.4615 1.0314  -0.16
40 C 1.3688 3.9063 2.3485  1.68
41 C 0.7299 3.5402 3.6540  -1.73
42 C 2.5829 4.5808 2.3696  -1.14
43 H 5.0101 5.7375 0.2675  0.35
44 H 5.2566 5.1759 1.9243  0.37
45 H 4.4158 6.6905 1.6266  0.45
46 H 3.1290 4.8994 -0.9299  0.27
47 H 1.5476 3.9528 -2.2075  0.40
48 H -0.0914 4.1871 -1.5811  0.36
49 H 0.6298 2.5932 -1.5457  -0.06
50 H 0.7153 2.4575 3.7779  0.28
51 H -0.3067 3.8787 3.6970  0.35
52 H 1.2761 3.9719 4.4917  0.46
53 H 3.0268 4.8267 3.3281  0.35
54 F 1.2341 -0.5585 8.7938  -0.28
55 C 0.4103 0.1791 8.0328  0.77
56 F -0.8495 -0.1327 8.3891  -0.27
57 F 0.6023 1.4674 8.3764  -0.25
58 C 0.6401 -0.0391 6.5623  0.22
59 C 1.8158 -0.6212 6.1108  -0.96
60 C 2.0153 -0.7916 4.7505  -0.74
61 C 1.0513 -0.3775 3.8371  0.53
62 C -0.1152 0.2205 4.3031  -0.33
63 C -0.3254 0.3890 5.6619  -1.07
64 P 1.2655 -0.6629 2.0366  2.28
65 C 3.0218 -0.2594 1.7451  -0.64
66 C 3.2780 1.0175 1.2482  0.09
67 C 4.5771 1.4330 1.0145  -1.02
68 C 5.6276 0.5621 1.2678  0.42
69 C 5.3869 -0.7177 1.7471  -1.17
70 C 4.0836 -1.1275 1.9835  0.12
71 C 7.0350 1.0436 1.0452  0.83
72 F 7.1547 1.7196 -0.1113  -0.26
73 F 7.9240 0.0377 1.0135  -0.29
74 F 7.4273 1.8836 2.0253  -0.26
75 C 1.1749 -2.4964 1.9754  -0.13
76 C 1.6784 -3.1782 0.8648  -0.66
77 C 1.3725 -4.5115 0.6658  -0.98
78 C 0.5509 -5.1763 1.5687  0.43
79 C 0.0675 -4.5229 2.6897  -1.09
80 C 0.3842 -3.1875 2.8917  -0.60
81 C 0.2063 -6.6155 1.3097  0.82
82 F 1.2459 -7.4340 1.5666  -0.27
83 F -0.1376 -6.8187 0.0251  -0.25
84 F -0.8213 -7.0383 2.0672  -0.29
85 H 2.5673 -0.9450 6.8173  0.50
86 H 2.9328 -1.2516 4.4066  0.45
87 H -0.8348 0.6015 3.5865  0.30
88 H -1.2318 0.8589 6.0202  0.46
89 H 2.4574 1.6987 1.0536  -0.27
90 H 4.7666 2.4275 0.6330  0.54
91 H 6.2127 -1.3917 1.9270  0.49
92 H 3.8972 -2.1338 2.3390  0.52
93 H 2.2693 -2.6530 0.1262  0.60
94 H 1.7450 -5.0268 -0.2089  0.47
95 H -0.5626 -5.0469 3.3953  0.50
96 H -0.0028 -2.6809 3.7670  0.41

Cartesian forces (eV/Å) of the 6 atoms listed first:
-0.19 -0.15 -0.28
0.02 -0.02 0.00
-0.09 0.08 0.07
-0.05 -0.03 0.00
-0.01 -0.08 -0.08
0.01 0.01 0.00

## Properties
**LUMO level (alpha / beta)**: -0.64 / -1.01 eV
**M**: 1183.443 g mol⁻¹
**HOMO energy (alpha / beta)**: -0.2469 / -0.2641 Eh
**Multiplicity**: 2
**DFT total energy**: -118419.195 eV
**Kohn-Sham gap (alpha / beta)**: 6.081 / 6.174 eV
**ΔE to the lowest compared entry with this formula, charge and spin**: 220.21 kJ/mol

2.
Formula: C53H51KN6O2SSiTe
Source: the Open Molecules 2025 dataset
Level of theory: ωB97M-V/def2-TZVPD

Each line ends with the Mulliken charge.
Atoms and positions in Å:
1 K 0.2404 1.1704 -1.2068  1.45
2 N -0.1230 1.6341 2.6233  -0.03
3 C 0.7503 0.9688 3.5996  -1.11
4 C 1.2955 -0.3333 3.0306  0.73
5 C 0.2907 -1.4799 3.1001  -0.42
6 C 0.6461 -2.6518 2.1859  -0.79
7 N 0.1791 -2.4052 0.8268  -0.13
8 H -0.5140 2.4761 3.0323  0.22
9 H -0.9227 1.0332 2.4252  -0.32
10 H 0.2279 0.7585 4.5477  0.33
11 H 1.5800 1.6422 3.8335  0.45
12 H 2.2210 -0.6090 3.5481  0.39
13 H 1.5771 -0.1426 1.9898  -0.86
14 H -0.7020 -1.1185 2.8144  -0.19
15 H 0.2025 -1.8323 4.1342  0.38
16 H 0.1552 -3.5606 2.5483  0.53
17 H 1.7331 -2.8326 2.2488  0.39
18 H 0.4682 -3.1306 0.1812  0.17
19 H 0.5660 -1.5409 0.4630  -0.19
20 S -2.2800 8.9112 0.0650  0.06
21 N -0.8177 8.2324 0.2303  -0.70
22 C -0.9648 6.9459 -0.0379  0.77
23 C 0.0871 5.9530 -0.0145  0.70
24 C 1.4105 6.2547 0.3117  -0.62
25 C 2.3408 5.2432 0.3112  -1.00
26 C 1.9299 3.9511 -0.0211  -0.89
27 N 0.6793 3.6551 -0.3354  0.60
28 C -0.2378 4.6244 -0.3322  -0.86
29 C -1.6319 4.2459 -0.6764  -0.83
30 N -1.8693 2.9621 -0.9597  0.32
31 C -3.1128 2.5969 -1.2290  -0.30
32 C -4.1849 3.4907 -1.2706  -0.73
33 C -3.9481 4.8157 -1.0036  -0.76
34 C -2.6463 5.2164 -0.6918  0.70
35 C -2.3030 6.5839 -0.3718  0.84
36 N -3.1440 7.6052 -0.3514  -0.72
37 H 1.6792 7.2740 0.5580  0.48
38 H 3.3804 5.4229 0.5494  0.52
39 H 2.6365 3.1292 -0.0326  0.88
40 H -3.2710 1.5420 -1.4145  0.44
41 H -5.1780 3.1219 -1.4861  0.41
42 H -4.7440 5.5491 -1.0145  0.48
43 O 0.0456 -1.0549 -2.2074  0.39
44 O 1.2587 -0.4041 -2.6645  -1.06
45 C 4.5410 -3.8637 -2.4635  -0.50
46 C 3.8138 -3.8674 -1.2788  -0.83
47 C 3.5313 -2.6709 -0.6365  0.12
48 C 3.9707 -1.4336 -1.1264  0.42
49 C 4.7026 -1.4624 -2.3136  -0.49
50 C 4.9811 -2.6526 -2.9785  -0.68
51 Si 3.4245 0.1335 -0.1396  0.47
52 C 4.6931 0.0387 1.3329  0.39
53 C 4.6029 1.0393 2.3138  -0.01
54 C 5.3673 1.0250 3.4716  -0.67
55 C 6.2479 -0.0253 3.7077  -0.54
56 C 6.3506 -1.0382 2.7650  -0.62
57 C 5.5903 -0.9995 1.6000  -0.53
58 C 4.2020 1.5519 -1.2077  -0.05
59 C 3.5999 1.8151 -2.4522  -0.14
60 C 3.9142 2.9418 -3.1986  -0.89
61 C 4.8463 3.8631 -2.7275  -0.49
62 C 5.4734 3.6165 -1.5144  -0.66
63 C 5.1597 2.4773 -0.7777  -0.13
64 H 4.7463 -4.7923 -2.9847  0.36
65 H 3.4412 -4.8010 -0.8709  0.35
66 H 2.9320 -2.6940 0.2708  0.23
67 H 5.0591 -0.5311 -2.7421  0.25
68 H 5.5411 -2.6285 -3.9081  0.33
69 H 3.8843 1.8452 2.1746  0.34
70 H 5.2606 1.8219 4.2007  0.37
71 H 6.8361 -0.0561 4.6182  0.33
72 H 7.0285 -1.8693 2.9322  0.36
73 H 5.7025 -1.8020 0.8788  0.27
74 H 2.8522 1.1224 -2.8349  0.41
75 H 3.4198 3.1061 -4.1505  0.42
76 H 5.0803 4.7527 -3.3015  0.33
77 H 6.2173 4.3110 -1.1350  0.38
78 H 5.6710 2.3112 0.1655  0.24
79 C -7.9452 -3.9723 0.8253  -1.65
80 C -6.9160 -2.8928 1.0341  0.81
81 C -5.7008 -3.1617 1.6444  -1.31
82 C -4.7235 -2.1839 1.8247  1.37
83 C -3.4093 -2.5854 2.4220  -1.41
84 C -4.9661 -0.8654 1.4013  -0.28
85 Te -3.5183 0.6701 1.6884  0.09
86 C -6.1980 -0.5849 0.7794  1.40
87 C -6.5210 0.7925 0.2698  -1.28
88 C -7.1428 -1.5922 0.6039  -1.28
89 H -7.5981 -4.9243 1.2302  0.34
90 H -8.1596 -4.1231 -0.2362  0.32
91 H -8.8925 -3.7282 1.3144  0.39
92 H -5.4840 -4.1759 1.9694  0.17
93 H -3.4066 -3.6500 2.6687  0.32
94 H -3.1901 -2.0037 3.3210  0.38
95 H -2.5975 -2.3881 1.7179  0.04
96 H -5.8030 1.0885 -0.4994  -0.02
97 H -6.4261 1.5370 1.0628  0.34
98 H -7.5292 0.8245 -0.1512  0.37
99 H -8.0813 -1.3475 0.1115  0.24
100 C -3.6336 -4.3904 -1.8361  -0.66
101 C -3.4998 -3.0431 -1.4439  -0.42
102 C -2.3254 -2.3778 -1.6665  -1.05
103 C -1.2407 -3.0184 -2.3077  0.68
104 C -0.0085 -2.3342 -2.5788  -0.21
105 C 1.0404 -2.9945 -3.1781  -0.69
106 C 0.8916 -4.3487 -3.5307  -0.50
107 C -0.2710 -5.0334 -3.3108  -1.06
108 C -1.3661 -4.3756 -2.6925  1.19
109 C -2.5913 -5.0395 -2.4376  -0.81
110 H -4.5645 -4.9108 -1.6389  0.42
111 H -4.3146 -2.5419 -0.9391  0.53
112 H -2.2137 -1.3598 -1.3157  0.47
113 H 1.9586 -2.4526 -3.3429  0.48
114 H 1.7364 -4.8538 -3.9877  0.39
115 H -0.3716 -6.0754 -3.5950  0.31
116 H -2.6878 -6.0815 -2.7263  0.32

Cartesian forces (eV/Å) of the 6 atoms listed first:
-0.19 0.22 0.84
0.09 -0.05 0.10
-0.04 0.03 -0.01
0.00 0.03 -0.04
-0.06 -0.05 -0.01
0.02 -0.02 0.04

## Properties
**LUMO level**: 2.92 eV
**M**: 1030.882 g mol⁻¹
**Net charge**: -2
**HOMO energy**: -0.0476 Eh
**Multiplicity**: 1
**DFT total energy**: -111156.943 eV
**Kohn-Sham gap**: 4.214 eV
**ΔE to the lowest compared entry with this formula, charge and spin**: 114.83 kJ/mol

Which of these has the highest M?
C43H36Cl2F9N2OPReTe

Which value of DFT total energy does entry 1 give?
-118419.195 eV

Number 2 is which compound?
C53H51KN6O2SSiTe

The lowest DFT total energy belongs to which entry?
C43H36Cl2F9N2OPReTe